Molecular formula: C14H17N3O4S3
Method: DFT, ωB97M-V/def2-TZVPD

Last column: Löwdin charge in e.
CARTESIAN COORDINATES (ANGSTROEM)
C 5.373 1.368 -0.731  -0.10
H 5.975 0.749 -1.407  0.09
O 4.221 0.684 -0.307  -0.23
C 4.505 -0.501 0.395  -0.31
C 3.201 -1.210 0.709  -0.40
H 3.367 -2.037 1.397  0.09
H 2.465 -0.520 1.116  0.06
S 2.476 -1.899 -0.823  0.93
C 0.813 -1.911 -0.374  -0.97
N 0.339 -1.441 0.728  -0.04
N -0.977 -1.561 0.838  0.00
C -1.552 -2.123 -0.170  -0.61
N -2.876 -2.398 -0.301  0.11
C -3.975 -1.796 0.287  -0.48
O -5.078 -2.177 -0.008  0.10
C -3.718 -0.702 1.303  -0.12
C -4.254 0.607 0.751  -0.20
H -5.298 0.518 0.457  0.12
H -4.135 1.440 1.437  0.10
S -3.390 1.037 -0.803  0.70
O -3.910 2.301 -1.251  -0.30
O -3.501 -0.086 -1.698  -0.30
C -1.638 1.256 -0.450  -0.28
C -1.179 1.784 0.740  -0.06
C 0.184 1.971 0.913  -0.06
C 1.067 1.650 -0.105  -0.08
C 0.593 1.132 -1.300  -0.08
C -0.766 0.931 -1.473  -0.08
H -1.171 0.520 -2.385  0.11
H 1.285 0.879 -2.090  0.11
H 2.129 1.790 0.025  0.09
H 0.554 2.370 1.845  0.11
H -1.870 2.046 1.525  0.11
H -4.269 -0.963 2.210  0.14
H -2.657 -0.628 1.536  0.08
H -3.129 -2.984 -1.089  0.15
S -0.412 -2.592 -1.441  1.05
H 5.159 -1.153 -0.205  0.12
H 5.027 -0.270 1.338  0.13
H 5.994 1.666 0.122  0.09
H 5.030 2.254 -1.260  0.09

HOMO energy ... -8.49 eV
HOMO-LUMO gap ... 0.330 hartree
SMILES ... COCCSc1nnc(NC(=O)CCS(=O)(=O)c2ccccc2)s1

=====

Molecular formula: C14H17N5O3S7V
Method: DFT, ωB97M-V/def2-TZVPD

Last column: Löwdin spin population.
CARTESIAN COORDINATES (ANGSTROEM)
V 0.371 -0.088 0.213  2.70
O -2.136 -5.407 -3.399  0.00
C -1.705 -4.501 -2.734  0.00
S -2.666 -3.094 -2.231  0.00
C -1.400 -2.288 -1.337  0.01
C -0.206 -2.887 -1.298  0.01
S 1.189 -2.221 -0.431  0.01
S -0.036 -4.407 -2.141  0.00
S -1.764 -0.754 -0.531  0.03
O 0.240 -4.215 2.393  0.00
C 1.108 -3.857 3.457  0.00
N 0.324 -3.667 4.641  0.00
C -0.352 -2.538 5.025  0.00
O -1.050 -2.528 6.020  0.00
C -0.203 -1.260 4.229  0.00
C -0.227 -0.071 4.943  0.02
C -0.143 1.125 4.266  0.00
C -0.011 1.102 2.888  0.03
N -0.001 -0.037 2.182  0.02
C -0.127 -1.205 2.853  0.03
H 0.741 -4.288 1.566  0.00
H 1.642 -2.933 3.243  0.00
H 1.846 -4.635 3.641  0.00
H 0.055 -4.486 5.165  0.00
H -0.328 -0.110 6.021  0.00
H -0.157 2.074 4.786  0.00
H 0.095 2.015 2.321  0.00
H -0.183 -2.096 2.247  0.00
S 0.388 2.224 -0.760  0.04
C -1.235 2.677 -0.520  0.02
N -2.220 2.323 -1.306  0.01
C -3.576 2.480 -0.768  0.00
C -3.487 3.678 0.173  0.00
S -1.785 3.633 0.813  0.01
H -2.026 1.527 -1.913  0.00
H -3.848 1.568 -0.239  0.00
H -4.286 2.644 -1.575  0.00
H -4.186 3.593 1.000  0.00
H -3.644 4.622 -0.343  0.00
N 3.699 2.134 0.042  0.00
C 3.314 1.332 1.050  0.00
N 2.758 0.120 0.607  0.02
S 3.448 1.714 2.652  0.00
H 3.389 1.970 -0.902  0.00
H 3.918 3.084 0.292  0.00
H 3.080 -0.212 -0.295  0.00
H 2.842 -0.597 1.316  0.00

HOMO energy (alpha / beta) ... -6.74 / -7.00 eV
Multiplicity ... 4
HOMO-LUMO gap (alpha / beta) ... 0.237 / 0.242 hartree

=====

Molecular formula: C14H17P
Method: DFT, ωB97M-V/def2-TZVPD

Last column: Löwdin charge in e.
CARTESIAN COORDINATES (ANGSTROEM)
C 3.938 2.188 0.451  -0.06
C 4.776 1.813 -0.363  -0.03
C 2.935 1.606 1.191  -0.07
C 3.030 0.263 0.920  -0.17
C 3.875 -0.271 -0.110  -0.69
C 5.175 0.432 -0.619  -0.23
C -0.424 0.476 -0.970  -0.19
C -1.844 1.040 -0.560  -0.16
C -0.322 -1.001 -1.165  -0.18
C -2.215 0.721 0.906  -0.20
C -2.050 -1.737 0.494  -0.12
C -0.517 -1.743 0.182  -0.30
C -1.725 -0.607 1.523  -0.30
C -0.260 -0.937 1.421  0.02
P 3.617 -1.788 -0.690  0.91
H 2.273 2.203 1.849  0.12
H 2.363 -0.432 1.329  0.05
H 5.282 0.271 -1.711  0.10
H 6.137 0.200 -0.129  0.12
H -0.227 0.927 -1.909  0.10
H 0.265 0.532 -0.172  0.08
H -1.654 2.166 -0.682  0.12
H -2.857 0.787 -1.049  0.13
H -1.090 -1.385 -1.828  0.12
H 0.745 -1.123 -1.321  0.07
H -1.983 1.473 1.725  0.12
H -3.273 0.841 0.931  0.08
H -2.871 -1.530 -0.389  0.15
H -2.451 -2.713 0.934  0.11
H -0.199 -2.802 0.171  0.13
H -2.305 -0.754 2.421  0.12
H 0.368 -1.176 2.219  0.07

HOMO energy (alpha / beta) ... -8.22 / -7.92 eV
HOMO-LUMO gap (alpha / beta) ... 0.274 / 0.251 hartree

=====

Molecular formula: C14H18BI2N8Pb
Method: DFT, ωB97M-V/def2-TZVPD

Last column: Löwdin charge in e.
CARTESIAN COORDINATES (ANGSTROEM)
Pb 9.968 8.173 10.381  1.17
C 9.839 8.142 14.992  -0.04
C 10.572 8.726 13.897  -0.12
N 9.733 8.947 12.838  -0.09
N 8.449 8.558 13.285  -0.03
C 8.534 8.070 14.530  -0.08
B 7.284 8.390 12.285  -0.64
N 7.548 7.168 11.417  -0.10
C 6.529 6.471 10.898  -0.06
C 6.951 5.127 10.604  -0.02
C 8.266 5.087 11.084  -0.14
N 8.666 6.293 11.575  -0.07
N 7.104 9.594 11.343  -0.03
C 6.111 10.536 11.254  -0.07
C 6.529 11.575 10.450  -0.05
C 7.881 11.237 10.033  -0.12
N 8.259 10.114 10.679  -0.09
H 10.199 7.769 15.951  0.10
H 11.621 9.102 13.876  0.12
H 7.694 7.635 15.025  0.13
H 6.198 8.307 12.773  0.12
H 5.587 6.907 10.712  0.12
H 6.453 4.374 9.972  0.11
H 8.997 4.253 11.159  0.13
H 5.152 10.413 11.773  0.14
H 5.971 12.492 10.277  0.10
H 8.567 11.881 9.433  0.12
C 16.232 8.933 11.885  -0.03
C 15.120 8.577 10.955  -0.31
C 14.946 8.958 9.601  0.02
C 13.799 8.251 9.133  -0.36
N 13.323 7.440 10.146  0.02
N 14.160 7.670 11.229  0.01
C 13.134 8.185 7.840  -0.13
H 16.581 9.937 11.573  0.09
H 17.060 8.185 11.726  0.11
H 15.873 8.908 12.921  0.08
H 15.526 9.589 8.979  0.10
H 14.019 7.200 12.126  0.16
H 13.708 8.715 7.080  0.08
H 12.136 8.612 7.870  -0.04
H 13.036 7.178 7.425  0.08
I 8.600 7.908 7.609  0.21
I 10.531 8.383 5.484  0.30

HOMO energy ... -11.45 eV
HOMO-LUMO gap ... 0.199 hartree
Charge ... +1

=====

Molecular formula: C14H18Cl2N2OSTa
Method: DFT, ωB97M-V/def2-TZVPD

Last column: Löwdin charge in e.
CARTESIAN COORDINATES (ANGSTROEM)
Ta 0.790 0.172 -0.209  1.30
Cl 3.019 -0.614 -0.958  0.80
C 2.823 -1.826 0.352  -0.58
C 3.308 -3.092 0.103  -0.05
C 3.110 -4.053 1.085  0.01
C 2.382 -3.761 2.231  -0.03
C 1.866 -2.491 2.431  -0.68
Cl 0.911 -2.159 3.819  0.79
C 2.112 -1.458 1.508  -0.70
S 1.628 0.221 1.909  0.74
H 3.837 -3.321 -0.813  0.14
H 3.514 -5.047 0.945  0.15
H 2.211 -4.525 2.979  0.14
C 0.385 5.533 -2.285  0.00
C -0.096 5.330 -0.950  0.02
C 0.544 5.824 0.235  0.00
O 0.419 1.778 -0.649  -0.47
H -0.158 6.473 -2.554  0.18
H 0.004 4.810 -3.006  0.12
H 1.448 5.743 -2.372  0.12
H -1.079 4.875 -0.834  0.15
H 1.606 6.036 0.138  0.12
H 0.269 5.284 1.141  0.12
H 0.023 6.805 0.358  0.17
C -3.222 -3.362 1.390  0.04
C -2.527 -2.403 0.501  -0.21
C -2.908 -1.881 -0.746  0.09
C -1.921 -1.016 -1.135  -0.29
N -0.927 -0.999 -0.180  -0.15
N -1.345 -1.870 0.799  0.08
C -1.802 -0.179 -2.362  -0.01
H -4.233 -3.008 1.592  0.12
H -2.697 -3.500 2.334  0.10
H -3.310 -4.326 0.887  0.12
H -3.809 -2.123 -1.286  0.15
H -0.837 -1.967 1.670  0.13
H -2.594 -0.430 -3.064  0.11
H -0.855 -0.353 -2.884  0.09
H -1.889 0.881 -2.119  0.09

HOMO energy ... -18.48 eV
HOMO-LUMO gap ... 0.283 hartree
Charge ... +3

=====

Molecular formula: C14H18Cl3N3O5V
Method: DFT, ωB97M-V/def2-TZVPD

Last column: Löwdin spin population.
CARTESIAN COORDINATES (ANGSTROEM)
O 2.162 3.131 -1.427  -0.20
V 0.551 3.192 -1.440  2.13
C -3.272 2.222 -2.186  0.00
C -2.728 2.795 -0.931  0.00
C -2.522 1.690 0.028  0.00
O -1.647 3.604 -1.113  0.01
H -4.262 1.854 -1.916  0.00
H -2.652 1.393 -2.528  0.00
H -3.504 2.939 -2.974  0.00
H -3.443 3.485 -0.484  0.00
H -3.414 1.120 0.289  0.00
H -2.321 2.159 0.991  0.00
H -1.727 1.010 -0.275  0.00
N 0.709 0.122 -2.518  0.00
O 0.144 -0.926 -2.804  0.00
O 1.826 0.397 -2.952  0.00
O 0.122 0.976 -1.828  0.02
N -0.660 -2.590 0.951  0.00
C -0.054 -3.121 -0.161  0.00
C 0.270 -4.465 -0.295  0.00
C -0.096 -5.346 0.737  0.00
C -0.762 -4.782 1.893  0.00
C -1.037 -3.453 1.930  0.00
H 0.239 -2.394 -0.904  0.00
H 0.798 -4.762 -1.189  0.00
H 0.261 -6.355 0.595  0.00
H -1.134 -5.330 2.746  0.00
H -1.764 -3.094 2.643  0.00
N 0.954 2.718 0.942  0.02
C 1.341 3.644 1.835  0.00
C 1.437 3.546 3.178  0.00
C 1.289 2.254 3.717  0.00
C 0.768 1.257 2.908  0.00
C 0.602 1.504 1.555  0.00
H 1.686 4.498 1.270  0.00
H 1.662 4.405 3.792  0.00
H 1.157 2.228 4.789  0.00
H 0.324 0.400 3.395  0.00
H 0.151 0.734 0.946  0.00
C 3.612 -2.494 -2.679  0.00
Cl 4.015 -2.065 -1.020  0.00
Cl 3.868 -4.225 -2.845  0.00
Cl 4.504 -1.582 -3.852  0.00
H 2.548 -2.295 -2.811  0.00

HOMO energy (alpha / beta) ... -4.41 / -5.00 eV
Multiplicity ... 3
HOMO-LUMO gap (alpha / beta) ... 0.254 / 0.276 hartree
Charge ... -1

=====

Electronic energy (eV)
-59958.5808; -129924.6396; -24071.6955; -48850.7265; -57242.2528; -92769.4202